[1]
The following is a DFT calculation (ωB97M-V/def2-TZVPD) of a structure of composition C29H43As2MnN2S2SeSi.

```
81
Properties=species:S:1:pos:R:3:lowdin_charge:R:1
Mn 0.090 0.069 -0.133 0.14
C 1.739 -0.324 -2.891 -0.15
N 0.309 -0.135 -2.586 -0.19
C -0.080 1.133 -3.247 -0.16
C -1.408 1.729 -2.821 -0.20
N -1.363 2.267 -1.463 -0.18
C -2.730 2.592 -1.037 -0.09
C -0.549 3.457 -1.350 -0.30
C -0.866 4.596 -2.086 -0.05
C -0.168 5.780 -1.927 -0.11
C 0.866 5.836 -1.003 -0.12
C 1.199 4.713 -0.272 -0.14
C 0.511 3.498 -0.425 -0.61
S 1.064 2.133 0.517 0.52
C -0.490 -1.246 -3.079 -0.27
C -0.181 -1.842 -4.298 -0.05
C -0.901 -2.919 -4.788 -0.11
C -1.956 -3.426 -4.042 -0.11
C -2.280 -2.845 -2.833 -0.14
C -1.572 -1.741 -2.329 -0.61
S -2.112 -1.027 -0.831 0.56
H 1.962 -0.140 -3.951 0.08
H 2.044 -1.330 -2.623 0.05
H 2.317 0.376 -2.289 0.06
H -0.104 0.975 -4.334 0.13
H 0.706 1.862 -3.031 0.12
H -2.187 0.966 -2.852 0.10
H -1.674 2.511 -3.547 0.11
H -3.257 3.197 -1.790 0.08
H -2.692 3.156 -0.107 0.09
H -3.285 1.669 -0.874 0.05
H -1.689 4.566 -2.791 0.10
H -0.440 6.651 -2.511 0.09
H 1.410 6.763 -0.857 0.09
H 2.013 4.741 0.442 0.09
H 0.649 -1.463 -4.882 0.10
H -0.629 -3.359 -5.739 0.09
H -2.520 -4.278 -4.405 0.09
H -3.099 -3.221 -2.233 0.09
C -3.189 2.180 3.476 -0.34
As -1.876 0.951 2.636 1.12
C -0.576 0.987 4.107 -0.32
C -2.723 -0.763 3.067 -0.43
C -3.934 -0.861 3.748 -0.12
C -4.499 -2.094 4.031 -0.10
C -3.859 -3.255 3.626 -0.10
C -2.655 -3.168 2.945 -0.11
C -2.080 -1.936 2.649 -0.42
As -0.352 -1.834 1.724 0.97
C -0.344 -3.542 0.781 -0.32
C 0.729 -2.411 3.265 -0.30
H -3.339 1.985 4.539 0.02
H -4.143 2.119 2.952 0.01
H -2.801 3.193 3.356 0.01
H -0.980 0.560 5.026 0.03
H -0.274 2.020 4.277 0.02
H 0.310 0.433 3.798 -0.01
H -4.446 0.038 4.072 0.08
H -5.437 -2.150 4.571 0.09
H -4.299 -4.222 3.836 0.10
H -2.162 -4.077 2.619 0.09
H -0.314 -4.389 1.467 0.02
H 0.552 -3.567 0.161 -0.01
H -1.222 -3.606 0.140 0.00
H 0.283 -3.290 3.732 0.02
H 0.811 -1.614 4.003 0.00
H 1.723 -2.653 2.892 -0.01
C 5.175 0.373 -1.097 -0.23
Si 4.670 -0.858 0.254 0.07
C 5.649 -2.462 -0.010 -0.25
C 5.204 -0.143 1.927 -0.24
Se 2.486 -1.377 0.232 0.28
H 6.253 0.558 -1.080 0.02
H 4.661 1.326 -0.953 0.02
H 4.911 -0.008 -2.086 0.01
H 6.728 -2.297 0.074 0.02
H 5.437 -2.884 -0.994 0.02
H 5.352 -3.201 0.736 0.01
H 6.295 -0.114 2.008 0.02
H 4.812 -0.757 2.740 0.01
H 4.818 0.870 2.056 0.02
```

## Properties
total charge = -1
Kohn-Sham gap (spin up / spin down) = 6.9 / 7.0 eV
2S+1 = 6
<S²> = 8.758
HOMO level (spin up / spin down) = -4.2 / -4.4 eV



[2]
The following is a DFT calculation (ωB97M-V/def2-TZVPD) of a structure of composition C29H43Br11I2NO2.

```
88
Properties=species:S:1:pos:R:3:lowdin_charge:R:1
C 1.133 1.645 6.864 -0.06
C 0.628 2.301 5.826 -0.02
N -0.080 3.019 4.700 -0.07
C 0.918 4.001 4.065 -0.07
C 1.608 3.441 2.722 -0.14
O 1.778 2.020 2.879 -0.14
C 0.555 1.263 3.023 -0.32
C 0.179 0.675 1.568 -0.13
C 1.183 -0.441 0.987 -0.32
C 2.300 -0.987 2.007 -0.05
O 1.919 0.092 -0.179 -0.18
C 1.130 -0.054 -1.391 -0.21
C 1.468 1.266 -2.300 -0.10
C 2.858 1.261 -3.095 -0.03
C 3.275 2.489 -3.985 -0.08
C 2.301 3.753 -4.066 -0.07
C 0.935 3.749 -3.244 -0.08
C 0.488 2.514 -2.366 -0.07
C -0.702 2.078 3.714 -0.61
Br -1.795 3.035 2.292 0.84
C -1.762 1.030 4.341 -0.64
I -1.657 -1.166 4.060 0.84
C -2.933 1.429 5.123 -0.72
C -3.297 2.957 5.431 -0.18
I -4.346 -0.058 5.953 0.77
H 1.163 1.174 7.925 -0.01
H -0.750 3.655 5.188 0.16
H 1.667 4.393 4.852 0.16
H 0.267 4.920 3.761 0.14
H 0.998 3.650 1.757 0.12
H 2.633 3.953 2.569 0.16
H 0.818 0.438 3.809 0.12
H -0.924 0.322 1.521 0.07
H 0.239 1.580 0.831 0.11
H 0.537 -1.322 0.579 0.14
H 3.007 -0.189 2.431 0.09
H 1.731 -1.508 2.886 0.08
H 2.880 -1.842 1.472 0.10
H 1.429 -1.000 -1.995 0.14
H -0.012 -0.073 -1.176 -0.02
H 3.586 0.362 -3.020 -0.01
H 4.281 2.469 -4.564 0.03
H 2.617 4.639 -4.733 0.08
H 0.281 4.691 -3.345 0.08
H -0.500 2.514 -1.759 0.03
H -4.319 2.999 5.994 0.08
H -2.526 3.354 6.216 0.09
H -3.419 3.643 4.521 0.05
Br 5.251 0.268 -5.991 0.66
C 6.345 -1.220 -5.371 -0.68
C 5.625 -2.031 -4.322 -0.67
Br 5.636 -1.127 -2.593 0.66
H 7.288 -0.799 -5.021 0.05
H 6.532 -1.825 -6.262 0.06
H 6.139 -2.979 -4.150 0.06
H 4.581 -2.229 -4.570 0.06
Br -2.446 -2.860 -0.146 0.58
C -3.746 -1.423 -0.362 -0.67
C -3.674 -0.823 -1.745 -0.65
Br -2.132 0.357 -1.921 0.77
H -3.558 -0.702 0.435 0.04
H -4.719 -1.894 -0.197 0.06
H -4.542 -0.187 -1.933 0.06
H -3.596 -1.568 -2.538 0.01
Br -1.893 -3.864 -3.550 0.61
C -3.499 -4.194 -4.606 -0.68
C -3.317 -3.745 -6.034 -0.71
Br -3.448 -1.806 -6.186 0.60
H -4.324 -3.693 -4.096 0.05
H -3.652 -5.275 -4.558 0.06
H -4.119 -4.134 -6.664 -0.02
H -2.355 -4.034 -6.459 0.06
Br -7.097 -4.292 -7.062 0.62
C -7.102 -5.002 -8.878 -0.68
C -5.741 -5.531 -9.262 -0.69
Br -4.513 -4.078 -9.687 0.63
H -7.457 -4.205 -9.531 0.06
H -7.838 -5.809 -8.864 0.06
H -5.805 -6.125 -10.176 0.06
H -5.272 -6.127 -8.478 0.05
Br 3.193 0.930 8.097 0.83
C 4.200 1.718 9.573 -0.62
C 4.739 0.654 10.498 -0.69
Br 3.336 -0.055 11.650 0.62
H 3.535 2.427 10.068 0.06
H 5.018 2.265 9.097 0.07
H 5.480 1.077 11.179 0.06
H 5.178 -0.195 9.971 0.06
```

## Properties
total charge = +1
Kohn-Sham gap = 6.5 eV
2S+1 = 1
HOMO level = -9.8 eV



[3]
The following is a DFT calculation (ωB97M-V/def2-TZVPD) of a cluster of 2 separate species, C29H43Br2F6N3O4S3 in total.

```
90
Properties=species:S:1:pos:R:3:lowdin_charge:R:1
C 3.483 4.165 -0.945 0.09
C 2.791 2.961 -0.821 -0.19
N 3.084 1.864 -1.695 -0.11
C 2.072 1.641 -2.694 -0.13
C 0.846 0.842 -2.234 -0.26
C -0.155 1.709 -1.467 -0.13
O -0.372 2.924 -2.175 0.07
C -1.045 3.848 -1.462 -0.74
F -1.241 4.891 -2.252 0.19
F -0.379 4.272 -0.393 0.18
F -2.243 3.403 -1.071 0.17
N 1.218 -0.428 -1.515 -0.39
Br 1.876 -1.595 -2.937 1.11
C 0.037 -1.135 -0.933 -0.25
C -1.038 -1.593 -1.931 -0.21
C -2.460 -1.432 -1.371 -0.18
C -2.665 -2.042 0.028 -0.17
N -3.701 -1.280 0.760 -0.21
C -3.493 -1.256 2.230 -0.20
C -3.354 0.208 2.674 -0.19
C -4.668 0.988 2.594 -0.24
C -4.483 2.488 2.270 -0.09
C -5.006 -1.652 0.366 -1.10
S -5.790 -0.765 -0.761 0.73
S -5.743 -3.073 1.091 0.93
C -7.508 -2.866 0.797 -0.51
C -8.163 -1.926 1.832 -0.30
C -9.258 -1.033 1.220 -0.10
C 2.378 -0.310 -0.546 -0.65
Br 1.759 0.389 1.205 0.95
C 3.063 -1.689 -0.246 -0.21
C 3.748 -1.792 1.101 -0.30
C 3.181 -2.543 2.129 -0.08
C 3.820 -2.635 3.359 -0.07
C 5.045 -2.021 3.595 -0.04
C 5.648 -1.294 2.565 -0.25
C 6.995 -0.633 2.725 -0.04
C 4.978 -1.183 1.347 0.00
C 3.498 0.629 -1.034 -0.19
H 2.944 5.001 -1.394 0.06
H 4.486 4.336 -0.571 0.06
H 2.012 2.907 -0.057 0.06
H 1.800 2.601 -3.121 0.15
H 2.557 1.078 -3.500 0.10
H 0.345 0.545 -3.153 0.13
H 0.115 1.910 -0.433 0.08
H -1.112 1.177 -1.426 0.12
H -0.451 -0.505 -0.191 0.09
H 0.359 -2.010 -0.378 0.12
H -0.886 -2.658 -2.113 0.11
H -1.004 -1.116 -2.909 0.10
H -2.775 -0.390 -1.418 0.10
H -3.112 -1.970 -2.059 0.11
H -3.047 -3.057 -0.133 0.12
H -1.747 -2.132 0.601 0.11
H -2.564 -1.758 2.501 0.11
H -4.325 -1.686 2.784 0.09
H -2.918 0.260 3.674 0.11
H -2.642 0.691 1.997 0.10
H -5.362 0.567 1.869 0.07
H -5.149 0.927 3.574 0.10
H -5.082 2.773 1.405 0.07
H -3.450 2.713 2.008 0.06
H -4.820 3.116 3.093 0.07
H -7.712 -2.545 -0.220 0.04
H -7.930 -3.862 0.929 0.07
H -8.603 -2.551 2.608 0.10
H -7.421 -1.288 2.309 0.08
H -9.662 -1.427 0.290 0.07
H -10.094 -0.977 1.920 0.07
H -8.918 -0.006 1.105 0.07
H 3.859 -1.870 -0.965 0.11
H 2.360 -2.521 -0.281 0.09
H 2.228 -3.045 2.000 0.11
H 3.379 -3.191 4.177 0.10
H 5.566 -2.101 4.540 0.11
H 7.775 -1.394 2.673 0.09
H 7.046 -0.107 3.676 0.08
H 7.176 0.058 1.905 0.08
H 5.462 -0.617 0.556 0.12
H 4.177 0.058 -1.678 0.11
H 4.094 0.915 -0.175 0.12
C 7.624 1.547 -4.567 -0.67
F 7.350 2.529 -5.437 0.11
F 7.660 0.397 -5.261 0.11
F 8.857 1.765 -4.092 0.12
S 6.382 1.481 -3.213 0.43
O 5.123 1.237 -3.901 -0.34
O 6.479 2.778 -2.583 -0.33
O 6.817 0.378 -2.374 -0.35
```

## Properties
total charge = 0
Kohn-Sham gap = 5.1 eV
2S+1 = 1
HOMO level = -7.8 eV



[4]
The following is a DFT calculation (ωB97M-V/def2-TZVPD) of a structure of composition C29H43BrCl4KMgN5O14S.

```
99
Properties=species:S:1:pos:R:3:lowdin_charge:R:1
C -2.406 -1.622 1.145 -0.11
C -0.791 -2.009 1.331 -0.24
C -0.118 -1.934 -0.167 -0.22
C 1.520 -1.855 -0.184 -0.15
C 2.111 -0.320 -0.409 -0.14
N 1.321 0.606 0.489 -0.08
C 0.135 1.458 0.093 -0.06
C 0.063 1.857 -1.495 -0.50
O 0.178 3.179 -1.793 -0.27
Cl -0.209 0.701 -2.918 0.67
C 1.691 0.644 1.829 -0.14
N 1.067 1.448 2.950 0.09
C 1.774 1.138 4.254 0.06
N 2.895 0.146 3.943 0.04
N 2.797 -0.084 2.572 0.06
H -3.086 -2.216 1.925 0.09
H -2.568 -0.459 1.349 0.05
H -2.725 -1.842 0.030 0.07
H -0.371 -1.231 2.099 0.08
H -0.679 -3.081 1.807 0.12
H -0.407 -2.959 -0.707 0.14
H -0.664 -1.083 -0.756 0.05
H 1.878 -2.471 -1.139 0.12
H 1.960 -2.382 0.774 0.12
H 2.170 0.004 -1.532 0.11
H 3.237 -0.363 -0.017 0.13
H -0.844 0.821 0.329 0.15
H 0.025 2.455 0.729 0.16
H 1.513 1.575 5.326 0.16
H 3.607 -0.284 4.597 0.19
H 3.502 -0.746 2.126 0.18
C -2.678 4.512 -1.806 -0.05
C -3.115 3.250 -1.756 0.04
C -4.489 2.932 -1.319 -0.36
O -4.889 1.777 -1.271 0.14
C -5.361 4.062 -0.942 0.05
C -4.923 5.324 -0.992 0.03
C -3.550 5.642 -1.429 -0.47
O -3.149 6.797 -1.477 -0.27
H -1.673 4.762 -2.124 -0.03
H -2.488 2.410 -2.030 0.09
H -6.365 3.811 -0.624 0.13
H -5.550 6.163 -0.718 0.13
N 0.548 -3.114 4.163 -0.65
O 1.417 -2.869 3.310 -0.13
O 0.675 -4.095 4.915 -0.05
O -0.448 -2.379 4.264 -0.07
C 3.645 -7.733 -3.375 -0.11
C 2.158 -7.738 -3.066 -0.26
O 1.629 -6.406 -3.102 0.03
C 1.374 -5.910 -4.338 -0.55
O 1.546 -6.494 -5.396 0.10
O 0.921 -4.639 -4.197 -0.02
C 0.695 -3.966 -5.433 -0.06
H 4.174 -7.038 -2.714 0.07
H 4.070 -8.733 -3.252 0.03
H 3.835 -7.402 -4.401 0.07
H 2.000 -8.115 -2.050 -0.03
H 1.606 -8.397 -3.744 0.13
H 0.048 -4.553 -6.094 0.10
H 1.651 -3.751 -5.919 0.10
H 0.195 -3.018 -5.217 0.08
C 4.382 -9.719 0.021 -1.47
Cl 5.655 -8.996 -0.978 0.54
Cl 3.986 -8.661 1.385 0.51
Cl 2.938 -10.046 -0.953 0.44
H 4.753 -10.668 0.417 0.02
Mg -2.066 7.458 -0.027 0.65
Br 0.743 -8.925 0.137 -0.12
O -6.445 0.223 3.072 -0.23
S -5.130 -0.215 3.576 0.26
O -4.063 0.476 2.830 -0.23
O -4.994 -1.671 3.393 -0.20
O -5.020 0.113 5.009 -0.20
C -6.104 3.504 6.312 -0.06
C -5.021 3.996 5.365 -0.50
C -5.333 5.389 4.842 -0.07
O -4.908 3.093 4.268 -0.07
H -7.072 3.443 5.803 0.08
H -5.872 2.496 6.672 0.08
H -6.205 4.169 7.176 0.08
H -4.055 4.005 5.883 0.14
H -6.274 5.395 4.280 0.08
H -4.551 5.725 4.152 0.07
H -5.411 6.110 5.661 0.08
H -5.760 3.079 3.802 0.09
K -0.292 4.806 -3.545 0.86
C 4.902 4.281 -3.121 -0.11
C 4.745 4.613 -4.466 -0.11
C 5.676 5.439 -5.094 -0.09
C 6.771 5.926 -4.379 -0.09
C 6.930 5.591 -3.035 -0.09
C 5.993 4.772 -2.404 -0.09
H 4.174 3.639 -2.630 0.09
H 3.896 4.227 -5.025 0.09
H 5.550 5.703 -6.141 0.10
H 7.499 6.566 -4.870 0.10
H 7.783 5.969 -2.478 0.11
H 6.114 4.516 -1.355 0.10
```

## Properties
total charge = 0
Kohn-Sham gap = 1.3 eV
2S+1 = 1
HOMO level = -5.8 eV



no.,total energy (Eh)
1,-10350.38893
2,-30244.81822
3,-8537.58859
4,-8070.11540